71
Properties=species:S:1:pos:R:3:forces:R:3 method="wB97M-V/def2-TZVPD" e_tot_ev=-179153.33925 homo_energy_ev="-13.19 / -13.87" multiplicity=3 de_lowest_ev=0.142 total_charge=+2
W -0.81439 -0.08590 -1.04528 1.618 0.480 2.428
N -0.24879 -1.92171 0.06173 -1.425 -0.036 -0.267
C 1.09243 -1.79220 0.66132 0.143 -0.930 0.571
C 1.27839 -2.64717 1.95201 1.117 0.673 -0.792
C 0.50076 -2.32887 3.20494 -0.851 -1.110 0.189
C 0.89923 -1.05578 3.91385 -0.744 1.403 1.496
N 2.32879 -0.81333 4.12667 0.675 0.294 -1.039
C 2.99025 -0.82643 5.26619 -1.563 -1.108 1.353
N 2.41640 -1.40481 6.34494 -0.433 0.105 0.574
N 4.20548 -0.33947 5.42933 0.436 0.410 -0.401
C 1.52015 -0.30639 0.74904 0.247 -0.831 0.242
O 2.49904 0.05186 1.36569 0.534 -0.358 0.682
O 0.81277 0.51492 0.07217 -1.357 0.583 -0.720
H -1.06600 -2.17258 0.66183 1.201 0.504 0.067
H -0.24867 -2.67422 -0.60161 0.273 -0.530 -0.522
H 1.73582 -2.26344 -0.10361 0.136 0.494 0.388
H 2.36021 -2.58646 2.17588 -0.402 -0.110 -0.043
H 1.09224 -3.69177 1.71924 -0.036 -0.072 -0.325
H 0.56369 -3.26141 3.78248 0.428 0.479 0.527
H -0.59086 -2.33904 3.01544 0.342 0.570 -0.067
H 0.45018 -0.88319 4.94321 -0.016 -0.573 -1.379
H 0.50357 -0.20771 3.32303 0.405 -0.236 0.247
H 2.83831 -0.45483 3.32431 -0.166 -0.055 -0.303
H 1.47244 -1.81530 6.24613 1.218 0.393 0.366
H 2.74202 -1.12530 7.28809 -0.545 -0.471 -1.063
H 4.56997 0.30385 4.73451 0.278 -0.285 0.454
H 4.70871 -0.59241 6.27578 0.075 0.385 -0.563
Br -0.96922 3.47496 -0.38884 0.117 0.119 0.049
C -1.57350 2.86385 -2.05723 -0.084 1.333 0.357
C -2.17948 3.76484 -2.94076 0.931 -0.226 2.237
C -2.63910 3.30186 -4.11009 0.000 0.397 -0.831
C -2.51469 1.98029 -4.40155 0.462 -2.199 0.570
C -1.90710 1.12280 -3.46529 -0.744 1.684 -1.927
N -1.41306 1.58664 -2.30864 -0.358 -0.748 0.040
C -1.85845 -0.33441 -3.68518 -1.140 -1.577 -2.101
O -2.12784 -0.87302 -4.75479 0.912 1.159 3.026
O -1.61839 -0.96221 -2.49667 -0.801 -1.164 -1.779
H -2.31395 4.78087 -2.65314 0.119 0.566 0.211
H -3.02674 4.02177 -4.78080 -0.676 0.292 -0.803
H -2.93916 1.56140 -5.28835 0.036 -0.295 -0.430
C -5.10197 0.33262 1.69299 -0.712 1.304 -0.849
Ge -3.99267 -0.65604 0.41812 0.106 0.721 0.712
C -4.03358 -2.53665 0.81322 0.205 0.231 -1.105
C -4.50297 -0.03962 -1.35070 -0.381 0.662 0.776
C -2.07994 0.00002 0.68232 -0.763 2.312 -0.330
H -6.13563 0.53064 1.28047 1.019 -0.486 0.419
H -4.67518 1.34426 1.83190 -0.092 -0.424 0.009
H -5.19012 -0.11888 2.66401 -0.039 -0.318 0.384
H -4.97986 -2.97531 0.56076 -0.570 -0.177 -0.042
H -3.85739 -2.66440 1.86660 0.470 -0.395 0.278
H -3.31563 -2.95973 0.09929 0.158 -0.466 0.638
H -5.51598 0.38737 -1.21173 0.532 -0.252 -0.476
H -4.46592 -0.77650 -2.12765 -0.077 -0.297 -0.448
H -3.79427 0.77250 -1.53961 -0.328 0.051 -0.295
H -1.61745 -0.40341 1.57096 0.170 -0.649 0.336
H -2.27047 1.08358 1.04562 0.162 -1.327 -0.887
C 3.88423 -0.10626 -4.31681 1.256 -0.017 0.442
N 3.60891 0.76779 -3.19958 0.308 0.224 0.146
C 4.21786 2.10086 -3.04061 -0.934 1.116 -2.889
C 3.62169 2.58151 -1.70463 2.166 -1.733 -0.284
N 2.37495 1.86832 -1.80565 -1.952 0.694 1.160
C 2.47258 0.75551 -2.55958 -1.031 0.383 0.867
S 1.29237 -0.46620 -2.79108 -0.405 0.160 0.507
H 4.57739 -0.89414 -3.95423 -0.707 0.105 -0.577
H 4.42434 0.50191 -5.02492 0.188 0.020 -0.499
H 2.95916 -0.45171 -4.76273 0.097 -0.334 0.026
H 3.73693 2.70871 -3.99569 1.465 -0.945 2.355
H 5.30110 2.00826 -3.15331 -0.239 0.399 0.246
H 3.61379 3.66433 -1.57123 -0.439 -0.287 -0.104
H 4.25012 2.07780 -0.90146 -0.633 0.868 -0.517
H 1.66214 1.99232 -1.07099 0.640 -0.550 -0.715

66
Properties=species:S:1:pos:R:3:forces:R:3 method="wB97M-V/def2-TZVPD" e_tot_ev=-100453.42905 homo_energy_ev=-7.30 de_lowest_ev=0.000
O 0.18209 0.07546 -1.33799 -0.025 -0.584 2.018
C -0.83996 0.36777 -2.22074 -0.441 0.279 -0.632
C -0.54338 1.70438 -2.90398 -0.016 -0.540 -0.055
C 0.33032 2.63703 -2.33209 -0.243 -0.091 -0.069
H 0.78538 2.42832 -1.35665 -0.272 0.051 -0.594
C 0.56609 3.85140 -2.97861 -0.333 -0.306 -0.251
H 1.23677 4.57660 -2.50449 -0.310 -0.133 -0.338
C -0.07198 4.10549 -4.20156 0.051 -0.002 -0.034
H 0.10587 5.05056 -4.71415 -0.057 -0.193 0.088
C -0.93195 3.15719 -4.78054 0.077 -0.155 0.180
H -1.42866 3.33837 -5.73538 0.230 0.164 0.244
C -1.16156 1.94548 -4.12872 0.207 0.409 0.250
H -1.83546 1.16482 -4.50382 0.239 0.492 -0.101
H -0.86040 -0.44419 -2.97819 0.114 0.383 -0.286
C -2.70927 -1.08158 -1.25336 -0.079 -0.150 0.249
C -2.27749 0.31530 -1.62931 0.454 0.927 0.530
H -3.79472 -1.17120 -1.12967 0.204 -0.069 -0.359
H -2.30963 -1.41200 -0.28185 -0.131 0.397 -0.288
H -2.30793 -1.81049 -1.97477 -0.401 0.138 -0.093
C -2.93700 1.44667 -1.30047 0.103 -0.464 0.178
C -4.23881 1.56429 -0.55151 -0.692 0.021 -0.408
H -2.48540 2.42187 -1.49776 0.096 -0.341 -0.253
H -4.99640 2.05530 -1.17522 0.061 -0.048 -0.240
H -4.17017 2.20404 0.34414 0.271 -0.404 -0.428
H -4.64795 0.59155 -0.25150 0.166 0.337 0.020
Lu -0.07631 0.12759 0.86610 -1.219 0.870 -1.028
Cl 0.66818 2.62021 1.13171 0.138 -0.459 0.199
Cl -2.51263 0.65400 1.53278 0.224 -0.015 0.312
H 4.57020 1.42122 -2.04495 -0.131 0.054 -0.041
H 4.88780 1.76917 0.64673 -0.083 -0.107 -0.043
C 3.51182 1.43539 -1.75747 0.490 -0.272 -0.172
C 3.80339 1.63356 0.71766 -0.250 0.260 -0.113
N 3.34354 0.85716 -0.43470 0.132 -0.652 0.338
H 2.91496 0.85497 -2.46748 0.087 0.285 0.073
C 2.75655 -0.32556 -0.27915 -0.970 0.689 0.372
O 2.17991 -0.67063 0.79105 0.604 -0.055 -0.636
H 3.54642 1.11456 1.64508 0.034 0.137 -0.296
H 2.70884 -0.98530 -1.16486 0.002 0.458 0.201
H 3.16532 2.47463 -1.74519 -0.076 -0.306 -0.001
H 3.31504 2.61201 0.70495 0.058 -0.202 0.133
H -0.66981 -5.30155 1.34272 -0.033 0.072 -0.086
H 1.24287 -5.70968 -0.60423 -0.063 0.143 -0.168
C -1.11804 -4.72273 0.52745 0.098 -0.232 0.014
C 0.71359 -4.94359 -1.18384 -0.263 0.161 -0.040
N -0.08365 -4.11275 -0.30145 -0.125 0.297 0.217
H -1.76089 -3.94559 0.95396 0.218 -0.217 -0.227
C 0.12409 -2.80766 -0.20416 -0.585 0.855 1.125
O -0.44912 -2.11134 0.67845 0.999 -0.953 -1.143
H 1.43287 -4.29250 -1.69224 -0.107 -0.318 0.011
H 0.80392 -2.34534 -0.93706 -0.144 -0.156 0.193
H -1.69248 -5.40263 -0.10501 -0.073 0.051 0.105
H 0.05112 -5.42092 -1.91407 0.265 -0.033 0.018
C -0.25087 -0.77219 5.64705 0.571 0.288 -0.145
P 0.45744 -0.08290 4.12113 -3.557 -1.680 -1.002
C 1.57402 -1.58650 3.72019 1.364 0.386 0.102
C -0.17621 1.69780 4.40187 1.131 0.825 0.032
O -0.49951 -0.39897 2.95037 1.653 0.029 0.716
H 0.44902 -1.52833 6.03150 -0.618 0.219 0.277
H -1.17632 -1.20753 5.23985 0.175 0.003 0.537
H -0.43878 0.06500 6.33532 -0.090 -0.721 0.070
H 0.82361 -2.40917 3.72677 0.128 0.940 0.292
H 1.98623 -1.58353 2.69024 -0.141 0.404 0.823
H 2.35563 -1.80868 4.46451 -0.182 0.150 -0.306
H -0.10102 2.34181 3.50232 0.328 -0.556 0.501
H -1.26373 1.51358 4.54462 0.763 -0.526 -0.105
H 0.22459 2.20048 5.29963 -0.022 -0.236 -0.438

71
Properties=species:S:1:pos:R:3:forces:R:3 method="wB97M-V/def2-TZVPD" e_tot_ev=-55492.52083 homo_energy_ev=-13.08 total_charge=+1
O -0.81512 2.13303 -1.93367 -0.099 -0.187 0.194
C 0.35392 2.39764 -1.17436 0.081 -0.088 -0.006
C 0.22390 1.93495 0.28490 -0.038 -0.031 -0.005
C 0.69574 0.48606 0.44942 -0.075 0.011 0.007
C 0.07420 -0.23241 1.64506 -0.045 0.049 -0.016
C 0.26409 0.39926 3.01530 0.047 0.003 0.010
O 1.55566 0.26402 3.57474 0.036 -0.007 -0.041
C 2.42923 -0.68718 2.99206 -0.015 -0.005 0.023
C 3.58478 -0.93651 3.95418 -0.033 -0.087 0.051
C 4.71389 0.09444 3.87002 0.008 0.017 0.049
O 4.26155 1.43491 3.84120 -0.055 -0.007 -0.035
C 1.72439 -1.99580 2.62404 0.130 -0.036 0.191
C 1.24693 -2.93417 3.74073 -0.070 -0.050 -0.088
C -0.01527 -2.60910 4.54900 0.034 0.097 0.098
C 0.23155 -1.78460 5.81064 -0.067 -0.016 0.032
O 1.14465 -2.50607 6.62477 0.172 0.017 -0.123
N 0.57502 -1.67753 1.66325 -0.013 0.117 -0.187
H -1.57261 2.53110 -1.48949 0.054 0.121 -0.130
H 1.13743 1.81596 -1.66900 0.069 0.173 0.019
H 0.63714 3.45160 -1.23697 -0.109 -0.006 0.048
H -0.83148 2.00635 0.57757 0.059 0.070 -0.027
H 0.77268 2.60756 0.94822 0.039 -0.087 -0.022
H 1.78693 0.45391 0.49222 -0.023 0.026 -0.003
H 0.39444 -0.06253 -0.44902 0.031 0.015 0.105
H -1.00352 -0.29297 1.46859 0.056 -0.032 0.013
H -0.46709 -0.01961 3.71147 -0.010 -0.025 0.001
H 0.04313 1.46614 2.92748 0.005 -0.067 -0.002
H 2.84558 -0.27228 2.06166 -0.012 -0.036 0.006
H 4.02208 -1.91926 3.74245 -0.012 0.048 0.041
H 3.17995 -0.98372 4.96829 -0.038 0.061 -0.070
H 5.32865 0.00292 4.76693 0.043 -0.070 -0.100
H 5.35237 -0.12806 3.00789 -0.035 0.054 0.012
H 4.14841 1.72263 2.93106 0.031 0.004 0.062
H 2.44230 -2.56456 2.02800 -0.049 0.055 0.003
H 1.11065 -3.91472 3.27283 0.021 0.043 0.016
H 2.07252 -3.05729 4.44459 -0.025 -0.039 -0.064
H -0.44562 -3.55956 4.87140 0.023 0.028 -0.012
H -0.79663 -2.12452 3.95113 -0.001 -0.026 0.006
H 0.62065 -0.79045 5.58015 0.020 -0.010 -0.075
H -0.71791 -1.66526 6.34332 0.028 0.039 -0.047
H 1.73789 -1.89536 7.07216 -0.130 -0.030 0.081
H -0.20242 -2.31031 1.85349 0.019 -0.008 0.097
H 0.88518 -1.88651 0.71344 -0.058 -0.070 -0.009
C 0.04626 -0.47763 -4.23819 -0.048 -0.150 -0.050
C -0.14572 -0.92149 -2.80776 0.028 0.259 -0.064
O -0.82440 -2.19820 -2.72667 0.009 -0.105 0.010
C -0.05019 -3.26967 -2.79245 -0.138 -0.014 -0.029
O 1.14228 -3.29843 -2.86787 0.092 -0.011 0.057
C -0.91338 -4.54658 -2.66505 0.042 0.036 -0.065
F -2.01159 -4.48305 -3.41069 0.026 -0.017 0.020
F -1.28815 -4.67066 -1.37349 -0.014 -0.007 0.060
F -0.21621 -5.61907 -3.00096 -0.023 0.016 0.016
H -0.91350 -0.42749 -4.75125 0.002 0.044 0.000
H 0.49044 0.51733 -4.25532 -0.014 0.001 0.020
H 0.70057 -1.16156 -4.77798 0.021 0.008 0.017
H -0.79271 -0.22863 -2.27450 -0.036 -0.040 -0.054
H 0.81059 -1.01063 -2.28856 0.017 -0.039 -0.082
C -5.44112 3.14368 -3.88640 0.078 0.000 0.037
C -4.97163 3.91804 -5.09617 -0.160 -0.013 -0.027
O -3.55788 4.22549 -4.99994 0.049 0.004 -0.026
C -2.73012 3.26870 -5.37915 0.054 0.104 0.029
O -3.00666 2.17265 -5.76510 -0.017 -0.110 0.009
C -1.27134 3.77639 -5.29671 -0.021 -0.107 0.042
F -1.03257 4.39942 -4.13717 -0.009 0.072 0.013
F -1.02897 4.63167 -6.29293 0.016 0.012 0.012
F -0.42368 2.75490 -5.39764 0.023 0.020 -0.039
H -5.22560 3.69745 -2.97212 -0.029 0.010 -0.003
H -6.51785 2.98795 -3.94803 -0.006 0.004 -0.004
H -4.95712 2.16901 -3.83556 -0.011 -0.006 -0.023
H -5.45307 4.88995 -5.16402 0.036 0.014 0.015
H -5.14649 3.36832 -6.01946 0.038 -0.013 0.007

66
Properties=species:S:1:pos:R:3:forces:R:3 method="wB97M-V/def2-TZVPD" e_tot_ev=-61727.18185 homo_energy_ev=-12.95 total_charge=+2
C 4.42198 1.68723 2.15455 -0.177 0.025 -0.184
C 3.67329 2.40462 1.03775 0.534 -0.574 -0.078
C 3.07862 1.41603 0.03052 0.077 0.913 0.386
C 2.30277 2.17674 -1.04443 -0.096 -0.065 -0.067
C 0.80518 2.28843 -0.79355 0.362 0.030 0.524
C 0.02897 0.99160 -0.59591 0.109 -0.437 0.156
C -0.02997 0.03459 -1.78774 0.682 0.028 -0.498
C 1.17520 -0.87689 -1.99764 0.126 -0.088 1.107
C 1.56173 -1.78328 -0.82086 -0.106 -0.550 -0.848
C 3.04117 -2.14556 -0.92804 -0.502 0.203 0.527
C 3.50946 -3.20336 0.06732 0.347 0.565 -0.440
O 4.05909 -2.59522 1.22051 -0.068 -0.180 0.262
C 3.15109 -2.48231 2.29143 0.192 0.085 -0.400
O -0.00111 0.89925 -2.95172 -1.121 0.635 -0.331
C -1.11347 0.72949 -3.70674 -0.197 1.662 -1.696
O -1.56990 1.52498 -4.52064 1.324 -2.534 2.317
O -1.59478 -0.50454 -3.39773 -0.999 0.499 -0.414
C -1.36123 -0.77932 -1.99595 -0.484 0.367 -2.739
C -2.63432 -0.25226 -1.36201 0.064 0.159 1.546
C -2.73545 -0.48252 0.16041 0.252 -0.022 -0.843
N -3.77846 0.44083 0.67771 1.224 -1.687 1.304
C -3.23692 1.67482 1.37894 -1.452 1.597 -0.610
C -3.62138 2.95121 0.63749 0.387 0.098 -0.194
C -4.75395 -0.15944 1.34550 0.216 0.549 -0.365
C -4.60200 -1.39686 2.17411 -0.434 -0.451 -1.340
O -5.91474 0.39149 1.31715 -2.124 -0.760 1.608
O -1.19439 -2.17077 -1.99046 0.647 -0.046 1.518
N -2.40441 -2.87180 -1.69104 -0.458 0.205 0.290
O -2.20227 -3.75622 -0.96866 0.230 -0.219 -0.422
H 5.41576 1.40491 1.83220 0.224 -0.156 -0.106
H 3.89320 0.77523 2.41082 -0.070 -0.220 0.302
H 4.53573 2.29869 3.03892 -0.017 0.146 0.239
H 4.39383 2.99721 0.48405 -0.051 0.527 -0.004
H 2.90111 3.04769 1.44123 -0.230 0.273 0.046
H 3.91678 0.87904 -0.39138 0.056 -0.404 -0.175
H 2.45898 0.73742 0.61135 -0.127 -0.431 -0.189
H 2.49608 1.81963 -2.04706 0.006 -0.294 -0.242
H 2.68168 3.19226 -1.03909 0.101 0.298 -0.141
H 0.69440 2.83768 0.14135 -0.106 0.093 0.250
H 0.35064 2.91632 -1.54428 -0.204 0.022 -0.373
H 0.45157 0.43979 0.23765 0.113 -0.057 0.262
H -0.96297 1.28060 -0.26763 -0.316 0.109 -0.215
H 2.03508 -0.26598 -2.22951 0.082 0.485 -0.054
H 0.99804 -1.46788 -2.88560 -0.108 -0.232 -0.244
H 1.30422 -1.36614 0.14559 0.122 0.233 0.219
H 0.99718 -2.70521 -0.91786 -0.213 -0.209 0.171
H 3.61641 -1.25212 -0.72225 0.344 0.166 -0.101
H 3.23733 -2.43090 -1.95533 0.118 -0.252 -0.207
H 2.70191 -3.88432 0.32879 -0.124 -0.233 0.084
H 4.31211 -3.76317 -0.39584 0.177 -0.282 0.037
H 2.37335 -1.74770 2.07714 -0.233 0.153 -0.008
H 3.70673 -2.14103 3.15246 0.127 -0.015 0.259
H 2.68582 -3.44521 2.48921 -0.127 -0.177 0.231
H -3.52300 -0.66803 -1.81378 -0.003 -0.199 -0.428
H -2.67195 0.81574 -1.53536 0.134 0.304 -0.185
H -2.99023 -1.52449 0.29769 -0.315 -0.115 0.291
H -1.78292 -0.33369 0.64546 0.162 0.203 0.291
H -3.69505 1.73683 2.36005 -0.027 -0.314 0.273
H -2.17177 1.59147 1.52002 0.264 -0.472 -0.151
H -4.45577 2.77813 -0.02505 -0.294 -0.077 -0.120
H -3.90187 3.73750 1.32346 -0.009 0.168 0.246
H -2.80841 3.33450 0.03268 0.191 0.000 -0.159
H -3.72614 -1.39901 2.80821 0.077 0.196 0.338
H -4.50859 -2.24424 1.50204 0.072 -0.369 -0.009
H -5.52260 -1.58383 2.74512 0.044 -0.070 0.475
Ti -7.49647 -0.54861 2.20423 1.606 1.192 -0.978